# C76H194N14O24

14 unconnected molecules or ions with the total composition C76H194N14O24 at a distorted geometry (ωB97M-V/def2-TZVPD, the OMol25 dataset).

Max |F| (eV Å⁻¹): 3.208
Net charge: 0
ΔE to the lowest compared entry with this formula, charge and spin (kJ/mol): 11.0
2S+1: 1
Lowest unoccupied orbital energy (Ha): 0.0216

Bonds (Å) are listed after each position.
CARTESIAN COORDINATES (ANGSTROEM)
1 C -3.21082 2.31047 5.40700  C2 1.542, H7 1.126, H8 1.095, H9 1.103
2 C -1.81479 1.67770 5.23911  C1 1.542, C3 1.529, N6 1.453, H10 1.079
3 C -0.70258 2.72686 5.20313  C2 1.529, O4 1.417, H11 1.095, H12 1.112
4 O -1.11026 3.80259 4.37613  C3 1.417, C5 1.431
5 C 0.02147 4.67797 4.35683  O4 1.431, H13 1.069, H14 1.090, H15 1.088
6 N -1.57405 0.71265 6.29797  C2 1.453, H16 1.052, H17 1.015
7 H -3.94301 1.46518 5.54091  C1 1.126
8 H -3.46399 2.87020 4.50037  C1 1.095
9 H -3.30312 2.83643 6.37164  C1 1.103
10 H -1.81617 1.14529 4.30053  C2 1.079
11 H 0.22763 2.34134 4.77349  C3 1.095
12 H -0.49670 3.07954 6.23698  C3 1.112
13 H -0.01191 5.38953 3.55927  C5 1.069
14 H 0.91553 4.06426 4.24712  C5 1.090
15 H 0.07006 5.27414 5.26621  C5 1.088
16 H -0.78982 0.02494 6.16451  N6 1.052
17 H -1.39397 1.14139 7.20055  N6 1.015
18 C -3.39928 -8.49374 -1.52630  C19 1.538, H24 1.128, H25 1.046, H26 1.059
19 C -2.96277 -7.08414 -1.09425  C18 1.538, C20 1.563, N23 1.447, H27 1.135
20 C -4.24203 -6.35264 -0.57377  C19 1.563, O21 1.421, H28 1.075, H29 1.123
21 O -3.79978 -5.05518 -0.19828  C20 1.421, C22 1.431
22 C -4.66080 -4.34330 0.69670  O21 1.431, H30 1.110, H31 1.102, H32 1.122
23 N -1.94693 -7.26732 -0.08004  C19 1.447, H33 1.045, H34 0.996
24 H -2.48538 -9.06286 -1.86252  C18 1.128
25 H -4.15324 -8.46833 -2.25065  C18 1.046
26 H -3.68496 -9.07655 -0.68925  C18 1.059
27 H -2.47454 -6.48444 -1.92557  C19 1.135
28 H -4.67588 -6.86661 0.26522  C20 1.075
29 H -5.01913 -6.20557 -1.37120  C20 1.123
30 H -4.25318 -3.32883 0.88775  C22 1.110
31 H -4.84006 -4.83183 1.66858  C22 1.102
32 H -5.64406 -4.15958 0.18761  C22 1.122
33 H -2.32571 -7.73419 0.77455  N23 1.045
34 H -1.54378 -6.44845 0.31828  N23 0.996
35 C 5.21143 3.65208 4.72013  C36 1.567, H41 1.082, H42 1.057, H43 1.089
36 C 3.76726 3.56138 4.11747  C35 1.567, C37 1.575, N40 1.462, H44 1.094
37 C 3.40924 4.85253 3.29028  C36 1.575, O38 1.405, H45 1.046, H46 1.081
38 O 3.66784 5.97175 4.09951  C37 1.405, C39 1.420
39 C 2.61088 6.77810 4.59995  O38 1.420, H47 1.070, H48 1.054, H49 1.079
40 N 3.39149 2.40798 3.30172  C36 1.462, H50 1.043, H51 1.063
41 H 5.48478 4.49782 5.33636  C35 1.082
42 H 5.98245 3.58736 3.99936  C35 1.057
43 H 5.30787 2.81650 5.41110  C35 1.089
44 H 3.15998 3.67824 5.02041  C36 1.094
45 H 2.44812 4.83944 2.87671  C37 1.046
46 H 4.02223 4.84474 2.39996  C37 1.081
47 H 2.02086 7.09172 3.76400  C39 1.070
48 H 3.01207 7.65390 5.02793  C39 1.054
49 H 2.08693 6.25989 5.38771  C39 1.079
50 H 3.96514 1.59143 3.60569  N40 1.043
51 H 3.75418 2.48090 2.30489  N40 1.063
52 C -0.68763 -1.08345 1.32866  C53 1.511, H58 1.113, H59 1.114, H60 1.080
53 C 0.05126 -0.44661 0.17470  C52 1.511, C54 1.530, N57 1.462, H61 1.082
54 C 0.73212 0.86847 0.55810  C53 1.530, O55 1.391, H62 1.115, H63 1.139
55 O -0.25924 1.79711 0.85738  C54 1.391, C56 1.388
56 C 0.19966 3.07616 1.13819  O55 1.388, H64 1.097, H65 1.118, H66 1.065
57 N 1.04756 -1.40003 -0.30980  C53 1.462, H67 1.062, H68 1.034
58 H -1.44690 -0.38358 1.74457  C52 1.113
59 H 0.05318 -1.09662 2.16018  C52 1.114
60 H -1.01601 -2.10835 1.23948  C52 1.080
61 H -0.70960 -0.31780 -0.58436  C53 1.082
62 H 1.33045 1.30095 -0.27778  C54 1.115
63 H 1.39055 0.68139 1.46893  C54 1.139
64 H 0.64071 3.48156 0.21923  C56 1.097
65 H 0.97775 3.11093 1.94071  C56 1.118
66 H -0.65921 3.64603 1.40777  C56 1.065
67 H 1.42033 -1.00425 -1.22251  N57 1.062
68 H 0.52299 -2.26843 -0.50825  N57 1.034
69 C 4.12325 1.05606 -0.35216  O70 1.362, H78 1.120, H79 1.078, H80 1.071
70 O 4.15125 2.35491 0.05725  C69 1.362, C71 1.429
71 C 4.33875 3.31843 -0.98135  O70 1.429, C72 1.473, H81 1.079, H82 1.161
72 C 4.37086 4.70805 -0.49489  C71 1.473, N73 1.457, H83 1.100, H84 1.109
73 N 5.54061 4.97529 0.33216  C72 1.457, C74 1.451, H85 1.018
74 C 5.69099 6.37020 0.70302  N73 1.451, C75 1.467, H86 1.112, H87 1.141
75 C 6.75400 6.39520 1.71345  C74 1.467, O76 1.449, H88 1.126, H89 1.140
76 O 7.92279 5.71746 1.19026  C75 1.449, C77 1.410
77 C 8.67305 4.90265 2.06215  O76 1.410, H90 1.055, H91 1.113, H92 1.102
78 H 5.10166 0.79375 -0.83002  C69 1.120
79 H 3.30427 0.92628 -1.04071  C69 1.078
80 H 3.96893 0.49344 0.54584  C69 1.071
81 H 3.46076 3.17611 -1.59292  C71 1.079
82 H 5.29639 3.15068 -1.61630  C71 1.161
83 H 3.46808 4.90031 0.10388  C72 1.100
84 H 4.18037 5.33852 -1.38768  C72 1.109
85 H 6.40752 4.61571 -0.06169  N73 1.018
86 H 4.69647 6.71460 1.06098  C74 1.112
87 H 5.89530 7.07038 -0.17488  C74 1.141
88 H 6.45536 5.88052 2.66948  C75 1.126
89 H 7.05202 7.45866 1.99599  C75 1.140
90 H 9.70050 5.00113 1.84494  C77 1.055
91 H 8.43058 3.82278 1.94513  C77 1.113
92 H 8.51268 5.14457 3.12479  C77 1.102
93 C 5.88796 -1.30860 -4.22642  O94 1.400, H102 1.055, H103 1.084, H104 1.108
94 O 4.62236 -1.16053 -4.80600  C93 1.400, C95 1.464
95 C 3.56496 -0.98346 -3.80850  O94 1.464, C96 1.507, H105 1.101, H106 1.115
96 C 2.25030 -0.56275 -4.41334  C95 1.507, N97 1.495, H107 1.070, H108 1.097
97 N 1.33847 -0.18519 -3.28988  C96 1.495, C98 1.467, H109 1.019
98 C 0.72949 1.14810 -3.24289  N97 1.467, C99 1.489, H110 1.099, H111 1.080
99 C 0.21498 1.71165 -4.52100  C98 1.489, O100 1.405, H112 1.097, H113 1.096
100 O -0.85186 0.94272 -5.01454  C99 1.405, C101 1.441
101 C -1.34068 1.17243 -6.35088  O100 1.441, H114 1.064, H115 1.102, H116 1.090
102 H 5.79346 -2.10208 -3.53740  C93 1.055
103 H 6.18985 -0.40682 -3.70533  C93 1.084
104 H 6.62679 -1.56306 -5.01246  C93 1.108
105 H 3.96422 -0.29315 -3.04979  C95 1.101
106 H 3.39753 -1.97731 -3.33230  C95 1.115
107 H 1.81649 -1.36306 -4.97562  C96 1.070
108 H 2.45580 0.31800 -5.03447  C96 1.097
109 H 0.62075 -0.90851 -3.30033  N97 1.019
110 H 1.42838 1.84775 -2.76321  C98 1.099
111 H -0.14105 0.94991 -2.63607  C98 1.080
112 H 0.97056 1.78418 -5.31319  C99 1.097
113 H -0.18765 2.71872 -4.36329  C99 1.096
114 H -0.57434 0.83902 -7.00878  C101 1.064
115 H -1.48670 2.25255 -6.51429  C101 1.102
116 H -2.20312 0.50741 -6.39632  C101 1.090
117 C 2.17150 -12.23235 2.46271  O118 1.377, H126 1.120, H127 1.082, H128 1.096
118 O 1.27214 -11.34956 1.90813  C117 1.377, C119 1.428
119 C 1.67511 -9.98317 2.01169  O118 1.428, C120 1.584, H129 1.124, H130 1.133
120 C 0.45476 -9.08705 1.54672  C119 1.584, N121 1.485, H131 1.081, H132 1.138
121 N -0.69385 -8.90531 2.46975  C120 1.485, C122 1.475, H133 0.998
122 C -0.43023 -7.92176 3.53688  N121 1.475, C123 1.501, H134 1.116, H135 1.105
123 C -0.95172 -6.55562 3.20009  C122 1.501, O124 1.418, H136 1.066, H137 1.095
124 O -0.24318 -6.00437 2.10254  C123 1.418, C125 1.445
125 C -0.75089 -4.68103 1.82319  O124 1.445, H138 1.092, H139 1.065, H140 1.149
126 H 3.23492 -12.01194 2.19015  C117 1.120
127 H 1.94087 -13.22488 2.09821  C117 1.082
128 H 2.08618 -12.26149 3.55501  C117 1.096
129 H 2.56796 -9.81543 1.34927  C119 1.124
130 H 2.00406 -9.66242 3.04712  C119 1.133
131 H 0.05263 -9.42955 0.60367  C120 1.081
132 H 0.90254 -8.04127 1.56963  C120 1.138
133 H -0.88892 -9.81239 2.83801  N121 0.998
134 H 0.62638 -7.85387 3.89002  C122 1.116
135 H -0.96159 -8.20652 4.46312  C122 1.105
136 H -0.85334 -5.90207 4.03675  C123 1.066
137 H -2.01004 -6.70623 2.96426  C123 1.095
138 H -0.15159 -4.27020 1.00771  C125 1.092
139 H -0.61168 -4.03511 2.65807  C125 1.065
140 H -1.84178 -4.77960 1.47563  C125 1.149
141 C 3.64159 -2.81323 1.30485  O142 1.397, H150 1.112, H151 1.069, H152 1.093
142 O 4.40180 -2.89578 2.47359  C141 1.397, C143 1.434
143 C 3.63919 -2.52971 3.63115  O142 1.434, C144 1.494, H153 1.082, H154 1.115
144 C 3.55980 -1.04086 3.72154  C143 1.494, N145 1.491, H155 1.064, H156 1.084
145 N 4.88373 -0.37350 3.56157  C144 1.491, C146 1.466, H157 0.990
146 C 5.77842 -0.55059 4.70946  N145 1.466, C147 1.495, H158 1.141, H159 1.091
147 C 7.16596 -0.31615 4.20483  C146 1.495, O148 1.395, H160 1.092, H161 1.091
148 O 7.53666 -1.34117 3.33363  C147 1.395, C149 1.416
149 C 8.73548 -1.05552 2.63636  O148 1.416, H162 1.105, H163 1.045, H164 1.058
150 H 4.30307 -2.94404 0.42090  C141 1.112
151 H 3.13619 -1.87681 1.19860  C141 1.069
152 H 2.96972 -3.67348 1.35475  C141 1.093
153 H 4.27977 -2.89623 4.42170  C143 1.082
154 H 2.67112 -3.07392 3.73263  C143 1.115
155 H 3.07725 -0.72429 4.61577  C144 1.064
156 H 2.90666 -0.71438 2.92025  C144 1.084
157 H 5.37393 -0.78401 2.80598  N145 0.990
158 H 5.67694 -1.52206 5.30010  C146 1.141
159 H 5.57579 0.21910 5.45582  C146 1.091
160 H 7.85999 -0.15739 5.03248  C147 1.092
161 H 7.07752 0.67838 3.76406  C147 1.091
162 H 8.63337 -0.04221 2.20786  C149 1.105
163 H 8.88691 -1.88276 2.01668  C149 1.045
164 H 9.50348 -1.04342 3.36376  C149 1.058
165 C 3.11083 -5.59928 -10.44410  O166 1.383, H174 1.147, H175 1.102, H176 1.098
166 O 3.40926 -6.28256 -9.27983  C165 1.383, C167 1.398
167 C 4.34331 -5.61379 -8.48325  O166 1.398, C168 1.530, H177 1.094, H178 1.119
168 C 4.50651 -6.28516 -7.11812  C167 1.530, N169 1.436, H179 1.123, H180 1.097
169 N 5.04364 -5.37982 -6.14129  C168 1.436, C170 1.437, H181 0.991
170 C 4.06757 -4.54871 -5.49127  N169 1.437, C171 1.559, H182 1.086, H183 1.085
171 C 2.89548 -5.15405 -4.66128  C170 1.559, O172 1.394, H184 1.121, H185 1.102
172 O 2.76737 -4.26396 -3.59604  C171 1.394, C173 1.399
173 C 2.21187 -4.77308 -2.41695  O172 1.399, H186 1.122, H187 1.109, H188 1.146
174 H 4.03826 -5.23813 -11.01358  C165 1.147
175 H 2.46226 -4.75020 -10.17408  C165 1.102
176 H 2.60370 -6.26011 -11.15948  C165 1.098
177 H 3.97269 -4.60832 -8.26517  C167 1.094
178 H 5.38775 -5.57893 -8.88198  C167 1.119
179 H 5.12818 -7.21347 -7.23483  C168 1.123
180 H 3.50966 -6.64642 -6.83647  C168 1.097
181 H 5.62696 -5.69897 -5.40690  N169 0.991
182 H 3.62664 -3.87140 -6.21648  C170 1.086
183 H 4.60586 -3.99546 -4.72922  C170 1.085
184 H 3.18358 -6.16945 -4.28467  C171 1.121
185 H 1.97290 -5.21959 -5.25959  C171 1.102
186 H 1.13921 -5.06961 -2.55662  C173 1.122
187 H 2.21394 -3.99045 -1.63062  C173 1.109
188 H 2.72118 -5.72337 -2.02997  C173 1.146
189 C -4.89406 6.59158 -3.22406  O190 1.364, H198 1.114, H199 1.126, H200 1.096
190 O -5.97916 6.39445 -2.42145  C189 1.364, C191 1.437
191 C -6.92992 5.43027 -2.90294  O190 1.437, C192 1.545, H201 1.090, H202 1.105
192 C -6.51934 3.94974 -2.74279  C191 1.545, N193 1.503, H203 1.085, H204 1.099
193 N -5.32239 3.70449 -3.61854  C192 1.503, C194 1.428, H205 1.002
194 C -4.64941 2.49932 -3.25107  N193 1.428, C195 1.521, H206 1.078, H207 1.068
195 C -3.20602 2.37067 -3.71167  C194 1.521, O196 1.430, H208 1.096, H209 1.117
196 O -2.39608 3.43766 -3.21144  C195 1.430, C197 1.393
197 C -2.18214 3.31286 -1.84101  O196 1.393, H210 1.113, H211 1.111, H212 1.137
198 H -5.03867 6.35402 -4.30300  C189 1.114
199 H -3.99560 6.01431 -2.86660  C189 1.126
200 H -4.51549 7.61557 -3.12441  C189 1.096
201 H -7.04715 5.59725 -3.97411  C191 1.090
202 H -7.88043 5.63057 -2.37658  C191 1.105
203 H -7.32963 3.27441 -2.99727  C192 1.085
204 H -6.30105 3.78136 -1.67874  C192 1.099
205 H -4.71299 4.49895 -3.64700  N193 1.002
206 H -5.20930 1.65468 -3.61763  C194 1.078
207 H -4.66502 2.41352 -2.18704  C194 1.068
208 H -3.22684 2.36447 -4.80753  C195 1.096
209 H -2.77421 1.39148 -3.39139  C195 1.117
210 H -1.25969 3.88818 -1.60430  C197 1.113
211 H -2.01378 2.24399 -1.58730  C197 1.111
212 H -3.06576 3.69699 -1.23661  C197 1.137
213 C -7.98406 0.06655 -2.39540  O214 1.389, H222 1.158, H223 1.102, H224 1.097
214 O -6.77690 0.42476 -1.80836  C213 1.389, C215 1.442
215 C -5.88493 -0.68756 -1.59078  O214 1.442, C216 1.531, H225 1.111, H226 1.157
216 C -4.64334 -0.15877 -0.86726  C215 1.531, N217 1.429, H227 1.091, H228 1.098
217 N -5.01266 0.68846 0.22270  C216 1.429, C218 1.490, H229 1.050
218 C -3.81970 1.31122 0.86261  N217 1.490, C219 1.547, H230 1.054, H231 1.075
219 C -4.22685 2.54491 1.70319  C218 1.547, O220 1.403, H232 1.073, H233 1.116
220 O -4.84991 3.39543 0.77717  C219 1.403, C221 1.420
221 C -5.61005 4.36784 1.47857  O220 1.420, H234 1.090, H235 1.125, H236 1.104
222 H -8.73665 -0.54973 -1.76621  C213 1.158
223 H -7.83265 -0.43657 -3.36445  C213 1.102
224 H -8.47291 0.96574 -2.78955  C213 1.097
225 H -5.60357 -1.05968 -2.59919  C215 1.111
226 H -6.47897 -1.46825 -0.97787  C215 1.157
227 H -3.96448 0.33026 -1.56682  C216 1.091
228 H -4.00413 -0.96474 -0.48459  C216 1.098
229 H -5.59742 1.47830 -0.14756  N217 1.050
230 H -3.07821 1.48478 0.13337  C218 1.054
231 H -3.33968 0.60008 1.50958  C218 1.075
232 H -3.47434 3.09261 2.23640  C219 1.073
233 H -4.97203 2.14236 2.43049  C219 1.116
234 H -5.02985 4.65704 2.35480  C221 1.090
235 H -6.68713 4.08964 1.64764  C221 1.125
236 H -5.73483 5.22908 0.79934  C221 1.104
237 C -1.62436 11.11329 1.13160  O238 1.431, H246 1.076, H247 1.055, H248 1.091
238 O -0.37888 10.70924 1.70773  C237 1.431, C239 1.421
239 C 0.64618 10.23856 0.84337  O238 1.421, C240 1.512, H249 1.107, H250 1.122
240 C 0.28147 8.91487 0.20900  C239 1.512, N241 1.510, H251 1.134, H252 1.082
241 N 0.56851 7.86102 1.25190  C240 1.510, C242 1.418, H253 0.992
242 C -0.07643 6.66425 0.84972  N241 1.418, C243 1.496, H254 1.112, H255 1.069
243 C -1.54429 6.69580 0.56008  C242 1.496, O244 1.386, H256 1.096, H257 1.111
244 O -2.21280 7.30805 1.60790  C243 1.386, C245 1.420
245 C -3.53822 7.69257 1.27459  O244 1.420, H258 1.078, H259 1.089, H260 1.144
246 H -1.57812 11.42538 0.10273  C237 1.076
247 H -1.85918 11.99319 1.66394  C237 1.055
248 H -2.45822 10.41610 1.23029  C237 1.091
249 H 1.52542 10.13246 1.50750  C239 1.107
250 H 0.91771 11.01303 0.07794  C239 1.122
251 H 0.88015 8.62477 -0.70893  C240 1.134
252 H -0.77521 8.97562 -0.01486  C240 1.082
253 H 0.15107 8.17695 2.09400  N241 0.992
254 H 0.17208 5.93101 1.64793  C242 1.112
255 H 0.47817 6.33040 -0.00042  C242 1.069
256 H -1.79599 5.63525 0.44415  C243 1.096
257 H -1.74864 7.20316 -0.40656  C243 1.111
258 H -3.93466 8.02897 2.21840  C245 1.078
259 H -4.08387 6.84226 0.86891  C245 1.089
260 H -3.60248 8.55201 0.52211  C245 1.144
261 C 2.13875 -0.81878 -7.93158  O262 1.410, H270 1.120, H271 1.093, H272 1.118
262 O 0.83602 -0.97442 -7.41604  C261 1.410, C263 1.396
263 C 0.56819 -2.33814 -7.28695  O262 1.396, C264 1.459, H273 1.074, H274 1.089
264 C -0.80237 -2.58482 -6.85125  C263 1.459, N265 1.465, H275 1.128, H276 1.111
265 N -1.00088 -2.10908 -5.47966  C264 1.465, C266 1.464, H277 0.991
266 C -2.33768 -2.43253 -4.97730  N265 1.464, C267 1.471, H278 1.074, H279 1.122
267 C -2.69914 -1.56436 -3.84561  C266 1.471, O268 1.414, H280 1.101, H281 1.127
268 O -1.82174 -1.69053 -2.74407  C267 1.414, C269 1.400
269 C -2.15412 -2.86067 -2.05052  O268 1.400, H282 1.095, H283 1.161, H284 1.075
270 H 2.89054 -1.10532 -7.15309  C261 1.120
271 H 2.33003 0.18131 -8.32792  C261 1.093
272 H 2.32879 -1.55478 -8.75204  C261 1.118
273 H 1.33083 -2.86880 -6.74919  C263 1.074
274 H 0.72340 -2.82577 -8.24778  C263 1.089
275 H -0.90557 -3.70109 -6.97800  C264 1.128
276 H -1.46400 -2.02219 -7.54328  C264 1.111
277 H -0.73587 -1.15659 -5.41413  N265 0.991
278 H -2.36490 -3.47156 -4.70751  C266 1.074
279 H -3.14991 -2.18602 -5.71062  C266 1.122
280 H -3.73094 -1.78329 -3.53021  C267 1.101
281 H -2.61701 -0.51734 -4.25318  C267 1.127
282 H -3.14508 -2.78386 -1.59214  C269 1.095
283 H -1.36661 -2.99071 -1.20681  C269 1.161
284 H -2.14683 -3.71819 -2.69851  C269 1.075
285 C -7.09954 -1.37012 8.01868  O286 1.434, H294 1.109, H295 1.121, H296 1.125
286 O -6.68935 -2.30748 7.01326  C285 1.434, C287 1.418
287 C -5.89554 -1.70477 6.00486  O286 1.418, C288 1.507, H297 1.125, H298 1.088
288 C -5.53466 -2.81055 5.04609  C287 1.507, N289 1.437, H299 1.129, H300 1.086
289 N -4.85963 -2.30952 3.88094  C288 1.437, C290 1.466, H301 0.981
290 C -3.63253 -1.53550 4.09109  N289 1.466, C291 1.521, H302 1.106, H303 1.082
291 C -2.65182 -2.35709 4.91308  C290 1.521, O292 1.455, H304 1.099, H305 1.118
292 O -1.33566 -1.78546 4.67003  C291 1.455, C293 1.410
293 C -0.39269 -2.56516 5.36987  O292 1.410, H306 1.106, H307 1.070, H308 1.145
294 H -7.85024 -1.86919 8.66533  C285 1.109
295 H -7.66142 -0.51606 7.55796  C285 1.121
296 H -6.26994 -1.02587 8.69664  C285 1.125
297 H -4.99962 -1.17270 6.42767  C287 1.125
298 H -6.51151 -0.94778 5.52399  C287 1.088
299 H -6.38409 -3.47717 4.71695  C288 1.129
300 H -4.91471 -3.46244 5.65470  C288 1.086
301 H -5.47508 -1.70498 3.41375  N289 0.981
302 H -3.86717 -0.56209 4.56132  C290 1.106
303 H -3.27644 -1.24120 3.11223  C290 1.082
304 H -2.75312 -3.42061 4.65698  C291 1.099
305 H -2.94574 -2.22369 5.98316  C291 1.118
306 H -0.52361 -2.46099 6.46289  C293 1.106
307 H 0.50866 -2.10400 5.02289  C293 1.070
308 H -0.55771 -3.65909 5.07449  C293 1.145